A structure of composition C11H16AlBrClINO2P. Source: OMol25; level of theory: ωB97M-V/def2-TZVPD.

Last column: Mulliken charge in e.
Atoms and positions in Å:
C -0.11482 -1.65789 -0.83245  -1.378
C 0.78068 -0.49655 -1.20743  0.508
H 0.22796 -2.53686 -1.43758  0.439
H -1.11941 -1.45528 -1.25746  0.440
H -0.03744 -1.89570 0.26718  0.345
O 2.00044 -0.49672 -0.86314  -0.534
I 2.64812 3.02976 -0.35471  0.080
Al -1.28478 0.18591 0.85553  0.443
P -0.07452 0.78907 -2.32547  1.017
C 1.52204 1.14297 -3.01966  -1.068
C -0.70042 -0.29405 -3.69588  -1.516
H -2.21019 2.06716 -2.17608  0.366
H -1.20712 2.45958 -3.60492  0.442
H -0.74096 3.12332 -2.01643  0.346
C -1.17929 2.25591 -2.52007  -0.972
H -1.75027 -0.59952 -3.60854  0.408
H -0.61076 0.34445 -4.56834  0.531
H 1.38556 1.18198 -4.09365  0.534
H 2.20035 0.33160 -2.75763  0.407
H -0.05630 -1.16466 -3.83421  0.426
H 1.86117 2.07243 -2.54783  -0.004
C 2.47620 0.84727 0.67833  0.299
O 3.10803 0.15863 1.33028  -0.259
Cl -3.16245 1.02554 0.48753  -0.151
Br -2.31857 -3.15188 4.90490  -0.045
C -1.15194 -1.87474 4.18249  -0.553
C -0.00498 -1.45130 4.87005  0.086
C 0.80774 -0.41731 4.38221  -0.939
C 0.42034 0.22106 3.21271  -0.094
N -0.70498 -0.20911 2.57808  0.180
C -1.52591 -1.21311 3.03846  -0.074
H 0.19422 -1.93732 5.82603  0.463
H 1.74971 -0.05365 4.84176  0.422
H 1.00698 1.01578 2.74342  0.754
H -2.43445 -1.34677 2.52250  0.648

Forces on atoms 1 to 3 (eV/Å):
C 0.075 -0.640 -0.645
C 2.636 -0.946 3.182
H -0.038 0.307 0.789

- Total charge: +2
- Relative energy (zero: lowest compared OMol25 entry of this formula, charge and spin): 32.7 kJ/mol
- F_max: 5.8 eV Å⁻¹